{"formula": "C34H37BrN8O7Sc", "method": "ωB97M-V/def2-TZVPD", "elements": ["C", "H", "H", "C", "H", "H", "H", "H", "C", "C", "H", "O", "H", "H", "H", "H", "H", "H", "H", "O", "H", "C", "H", "O", "C", "O", "H", "C", "C", "C", "C", "C", "H", "C", "N", "C", "O", "H", "H", "N", "H", "N", "H", "N", "C", "N", "O", "H", "C", "Sc", "H", "C", "C", "H", "H", "C", "H", "H", "H", "C", "H", "N", "H", "C", "H", "H", "C", "C", "N", "C", "C", "C", "C", "C", "O", "C", "C", "H", "Br", "C", "H", "C", "H", "C", "N", "C", "H", "C"], "positions_angstrom": [[0.739, 1.267, 4.375], [4.975, 3.718, -1.169], [2.121, 7.135, 2.406], [3.552, 5.284, -1.287], [0.173, 4.997, -1.165], [-1.178, -8.210, 2.051], [-4.497, 2.382, 1.046], [-2.109, -7.054, 1.101], [-2.096, 1.616, -1.719], [-3.802, 2.166, 0.245], [-1.255, -3.220, -3.291], [0.635, 7.400, 0.959], [2.189, -6.810, 1.497], [-2.660, -2.150, -3.392], [1.133, -7.265, -0.774], [1.472, 0.083, -4.065], [-2.684, -1.162, -0.434], [-1.783, -5.535, -0.479], [0.521, 7.598, 3.025], [0.629, 2.479, -0.776], [-3.753, -4.705, -0.949], [-2.392, -3.070, -1.448], [1.950, 6.710, -1.390], [-0.314, -1.241, -0.390], [2.934, 2.994, -1.004], [5.726, 5.955, -1.572], [-0.138, 1.315, -5.659], [0.056, -6.743, 1.043], [0.749, -3.020, 0.709], [2.198, 5.662, -1.293], [0.909, -4.331, 1.106], [0.232, -7.570, -0.239], [0.268, -0.366, 3.069], [0.546, 0.565, -3.798], [0.002, 0.613, -2.603], [3.925, 3.980, -1.161], [4.205, 7.474, -1.427], [-1.196, -1.617, -2.547], [1.161, -6.470, 2.904], [-4.152, 2.538, -0.981], [0.757, 8.350, 0.858], [-1.741, 1.262, -0.482], [-1.406, -6.560, 2.645], [0.708, 5.620, 2.352], [1.219, 4.718, -1.166], [-1.347, 1.668, -4.049], [2.543, 0.676, -0.699], [-0.618, -7.455, -0.912], [1.045, 7.023, 2.256], [0.490, 0.448, -0.288], [4.393, 1.416, -0.913], [-3.264, -2.036, -0.720], [-1.160, 1.306, -2.804], [0.475, 3.282, 1.180], [0.782, 0.646, 5.257], [-0.280, -2.547, -0.095], [-4.089, -3.892, -2.475], [-3.582, 2.544, -2.968], [-4.084, -1.717, -1.369], [0.567, 2.727, 2.100], [1.746, -4.603, 1.731], [0.387, 1.400, 2.008], [1.279, 3.110, 5.365], [-3.289, -4.251, -1.826], [-0.021, 5.299, 1.736], [-2.317, 1.221, 1.497], [0.885, 3.376, 3.278], [1.233, -7.037, 1.974], [-0.254, 1.191, -4.666], [-1.240, -7.163, 1.750], [1.233, 4.840, 3.321], [1.548, 3.351, -0.987], [3.319, 1.637, -0.864], [0.450, 0.697, 3.148], [1.979, 5.266, 4.181], [-0.022, -5.263, 0.676], [0.995, 2.625, 4.441], [0.323, -8.629, 0.009], [2.019, -1.690, 1.252], [-1.228, -3.489, -0.546], [-3.698, -2.473, 0.182], [-1.837, -2.472, -2.749], [1.237, -8.097, 2.231], [-2.598, 1.527, 0.498], [4.582, 6.321, -1.401], [-1.061, -4.806, -0.140], [-2.740, -5.019, -2.372], [-3.306, 2.257, -1.961]], "mulliken_charge": [-1.021, 0.566, 0.333, -0.663, 0.604, 0.475, 0.478, 0.320, 0.109, -0.697, 0.421, -0.492, 0.387, 0.462, 0.354, 0.596, 0.025, 0.390, 0.341, 0.519, 0.438, 2.451, 0.426, 0.239, 1.287, -0.617, 0.183, 1.829, -0.216, -0.516, 0.313, -1.574, 0.655, -0.489, 0.563, -0.549, -0.617, -0.019, 0.406, -0.564, 0.296, 1.655, 0.351, -0.070, -0.734, -0.815, -0.358, 0.317, -0.501, -0.213, 0.370, -1.443, 0.386, 0.204, 0.460, 0.265, 0.464, 0.528, 0.457, -0.189, 0.586, 0.640, 0.529, -2.490, 0.237, 0.523, 0.226, -2.156, -0.005, -1.596, 0.385, -0.013, -0.773, -0.594, -0.642, -0.272, -0.478, 0.465, -0.197, -1.198, 0.405, -1.374, 0.436, -0.829, 1.028, -0.304, 0.442, -0.551], "energy_ha": -5617.2506, "fmax_ev_per_a": 1.1, "relative_energy_kj_mol": 46.5, "homo_lumo_gap_ha": 0.2619, "total_charge": 1}

---

{"formula": "C5H12N2O", "method": "ωB97M-V/def2-TZVPD", "elements": ["H", "H", "H", "H", "C", "H", "O", "C", "N", "H", "H", "H", "H", "H", "H", "H", "N", "C", "C", "C"], "positions_angstrom": [[2.220, 0.647, 1.313], [-2.074, -0.225, -1.944], [0.100, -1.264, -2.559], [1.497, 2.046, 2.087], [1.336, 0.987, 1.851], [0.923, -1.476, 0.644], [1.394, 1.193, -1.018], [-1.847, -0.669, -0.974], [0.500, -1.237, -1.623], [-0.626, 1.692, -0.846], [1.224, 0.445, 2.791], [-2.375, -0.098, -0.206], [-2.228, -1.695, -0.966], [-0.632, -1.867, 0.989], [-0.831, 1.050, 1.485], [1.522, 0.330, -1.499], [-0.028, -1.112, 0.660], [-0.345, -0.677, -0.753], [0.146, 1.044, -0.428], [0.123, 0.885, 0.995]], "mulliken_charge": [0.306, 0.411, 0.196, 0.396, -1.361, 0.313, -0.638, -1.614, -1.096, 0.389, 0.359, 0.345, 0.392, 0.246, 0.412, 0.451, -0.489, 1.215, -0.284, 0.052], "energy_ha": -382.3498, "fmax_ev_per_a": 0.5, "relative_energy_kj_mol": 401.0, "homo_lumo_gap_ha": [0.3038, 0.3038]}